100
Properties=species:S:1:pos:R:3 method="wB97M-V/def2-TZVPD" charge=-1 e_homo_ev=-5.3690 gap_ev=6.9 spin_multiplicity=1
C 2.9770 1.1928 4.1086
C 2.2505 0.4313 2.9885
C 1.0426 1.1879 2.4216
C 1.3881 2.5157 1.7221
C 1.2959 2.4819 0.1769
C -0.1514 2.3964 -0.3431
Br -1.5818 2.4933 0.9130
C -0.4670 2.2552 -1.6257
C 0.5093 2.1004 -2.7623
Br -2.2856 2.1908 -2.2058
O 2.1369 1.4788 -0.3287
B 3.5049 2.0467 -0.6471
C 3.7391 1.7967 -2.2456
O 5.1036 1.6561 -2.6961
C 5.7227 2.9008 -2.8651
C 7.1970 2.7148 -3.2720
C 7.8090 1.3903 -2.8142
C 4.6927 1.4366 0.2990
F 4.5940 1.7762 1.6040
F 5.9492 1.7941 -0.0436
F 4.6938 0.0644 0.2989
O 3.3530 3.4837 -0.2721
C 1.9987 3.7775 -0.3529
C 1.5813 5.1174 0.2744
Cl 2.6560 5.6436 1.6043
C 1.4659 6.2311 -0.7709
C 0.2686 5.9990 -1.7169
H 2.7510 2.2607 4.0826
H 2.7441 0.7853 5.0944
H 4.0592 1.1118 3.9801
H 2.9270 0.1618 2.1777
H 1.8765 -0.5108 3.3971
H 0.3384 1.3515 3.2440
H 0.5327 0.5355 1.7035
H 2.3846 2.8634 1.9933
H 0.6991 3.2815 2.0860
H 1.0806 3.0071 -2.9473
H 1.1665 1.2584 -2.5566
H -0.0396 1.8748 -3.6768
H 3.2527 0.8571 -2.5328
H 3.2805 2.6069 -2.8332
H 5.2129 3.4588 -3.6678
H 5.6759 3.4942 -1.9442
H 7.3115 2.8164 -4.3564
H 7.7927 3.5207 -2.8311
H 7.8652 1.3420 -1.7263
H 8.8381 1.3142 -3.1860
H 7.2616 0.5307 -3.1953
H 1.7621 3.8970 -1.4223
H 0.5893 4.9835 0.7167
H 2.3985 6.2547 -1.3381
H 1.3273 7.1742 -0.2423
H 0.5962 5.9388 -2.7582
H -0.2576 5.0670 -1.4990
H -0.4532 6.8159 -1.6668
C 2.1318 -2.4011 -1.5721
C 1.1698 -3.4380 -2.1717
C 0.2007 -3.8602 -1.0605
S 0.0864 -2.4472 0.0533
O 0.6236 -2.8371 1.3336
O -1.2329 -1.8704 -0.0342
C 1.2611 -1.4159 -0.8027
H 2.7142 -1.8926 -2.3384
H 2.8308 -2.8889 -0.8893
H 0.6114 -2.9827 -2.9925
H 1.7011 -4.3000 -2.5751
H -0.7964 -4.0890 -1.4298
H 0.5823 -4.6984 -0.4804
H 1.8047 -0.8125 -0.0808
H 0.6970 -0.7655 -1.4708
C -5.1785 -2.2572 3.0247
C -3.6838 -2.2829 2.6786
C -3.3548 -0.9610 1.9771
S -4.5271 0.2496 2.6000
O -5.3878 0.6652 1.5184
O -3.8674 1.2352 3.4205
C -5.4430 -0.8867 3.6409
H -5.4521 -3.0633 3.7057
H -5.7689 -2.3710 2.1117
H -3.0997 -2.3690 3.5977
H -3.4309 -3.1313 2.0480
H -2.3473 -0.6132 2.1895
H -3.4961 -1.0217 0.9010
H -6.4916 -0.5968 3.6444
H -5.0298 -0.8119 4.6467
C -8.0857 -5.6387 -0.2500
C -7.4004 -7.0103 -0.1709
C -5.9090 -6.7948 -0.4569
S -5.5373 -5.1147 0.0737
O -5.1778 -4.3357 -1.0805
O -4.6961 -5.1550 1.2419
C -7.2086 -4.6862 0.5554
H -9.1014 -5.6698 0.1419
H -8.1359 -5.3070 -1.2891
H -7.5281 -7.4234 0.8317
H -7.8334 -7.7196 -0.8749
H -5.2710 -7.4788 0.0966
H -5.6845 -6.8539 -1.5200
H -7.3789 -3.6345 0.3368
H -7.2967 -4.8685 1.6263

---

103
Properties=species:S:1:pos:R:3 method="wB97M-V/def2-TZVPD" e_homo_ev=-8.2696 gap_ev=8.1 spin_multiplicity=1
C 3.9425 -0.2150 0.9562
O 2.7775 0.4967 1.3706
B 2.8033 1.8463 1.1225
O 3.8159 2.5804 1.7172
C 1.7403 2.5933 0.2275
C 0.9084 1.9916 -0.6869
C 0.8580 0.5125 -0.9218
C -0.1543 -0.1338 0.0216
N -1.4331 0.5572 0.0164
C -0.0062 2.7447 -1.4878
C -0.1366 4.0873 -1.3843
C 0.6888 4.7591 -0.4556
N 0.6881 6.0759 -0.2263
S 1.8019 6.3260 0.9029
N 2.3249 4.8398 1.1432
C 1.6274 4.0294 0.3384
H 3.8639 -1.2372 1.2894
H 4.8372 0.2219 1.3967
H 4.0247 -0.1732 -0.1255
H 4.4181 2.9802 1.0859
H 1.8203 0.0641 -0.7151
H 0.5615 0.3280 -1.9498
H -0.2832 -1.1818 -0.2211
H 0.3030 -0.1021 1.0111
H -1.4820 1.2888 0.7060
H -2.2134 -0.0749 0.0862
H -0.6308 2.2079 -2.1802
H -0.8527 4.6271 -1.9811
C -2.8546 8.6151 2.1080
C -2.2414 8.6641 0.7007
C -2.6760 7.3885 -0.0291
S -4.2533 6.9127 0.6954
O -4.0867 5.6527 1.3802
O -5.3100 7.0903 -0.2695
C -4.3115 8.2165 1.9168
H -2.7731 9.5688 2.6252
H -2.3407 7.8613 2.7093
H -2.6159 9.5418 0.1702
H -1.1551 8.7387 0.7322
H -2.8149 7.5427 -1.0958
H -1.9737 6.5745 0.1390
H -4.7814 7.8415 2.8183
H -4.8975 9.0350 1.5000
C -2.4058 -6.4381 -1.1876
C -1.2004 -5.9325 -0.3825
C -0.9405 -4.4832 -0.8019
S -2.5340 -3.8268 -1.3191
O -2.4880 -3.5250 -2.7274
O -2.9974 -2.8401 -0.3718
C -3.4624 -5.3426 -1.0929
H -2.7826 -7.3854 -0.8036
H -2.1172 -6.5867 -2.2304
H -1.4323 -5.9742 0.6838
H -0.3142 -6.5411 -0.5503
H -0.5586 -3.8755 0.0106
H -0.2695 -4.4268 -1.6519
H -4.2362 -5.4033 -1.8542
H -3.9136 -5.3059 -0.1018
C -4.0469 5.5654 6.1746
C -2.7837 6.0373 6.9091
C -2.6066 7.5300 6.6014
S -4.2591 8.1760 6.2977
O -4.3409 8.5918 4.9179
O -4.6426 9.0688 7.3593
C -5.1163 6.6139 6.4665
H -4.3619 4.5768 6.5030
H -3.8569 5.5172 5.1001
H -2.9103 5.8947 7.9839
H -1.9056 5.4705 6.6049
H -2.1687 8.0833 7.4277
H -2.0225 7.6910 5.6974
H -5.9551 6.5918 5.7750
H -5.4741 6.5498 7.4935
C 4.8405 -6.1334 -0.7018
C 4.9767 -5.4901 -2.0881
C 3.7118 -4.6588 -2.3289
S 3.1283 -4.1519 -0.7091
O 1.8535 -4.7868 -0.4719
O 3.3067 -2.7284 -0.5452
C 4.3758 -5.0218 0.2349
H 5.7785 -6.5701 -0.3623
H 4.0912 -6.9259 -0.7406
H 5.8553 -4.8416 -2.1093
H 5.1038 -6.2450 -2.8621
H 3.8993 -3.7671 -2.9224
H 2.9154 -5.2529 -2.7731
H 3.9344 -5.3801 1.1617
H 5.1760 -4.3139 0.4493
C 3.6197 -8.1179 -6.2123
C 2.2896 -8.8358 -6.4825
C 1.4468 -8.7375 -5.2044
S 1.9699 -7.2294 -4.3753
O 2.5903 -7.5873 -3.1209
O 0.9177 -6.2491 -4.4181
C 3.2514 -6.7937 -5.5508
H 4.1875 -7.9592 -7.1272
H 4.2336 -8.7145 -5.5342
H 1.7703 -8.3422 -7.3054
H 2.4426 -9.8747 -6.7684
H 0.3817 -8.6650 -5.4069
H 1.6388 -9.5648 -4.5245
H 4.0761 -6.3196 -5.0239
H 2.8132 -6.0973 -6.2647

---

96
Properties=species:S:1:pos:R:3 method="wB97M-V/def2-TZVPD" e_homo_ev=-5.7617 e_above_lowest_kcal_mol=0.0 gap_ev=4.0 spin_multiplicity=1
Ta 0.1239 -0.1702 0.7502
O -1.1567 2.5089 -3.4895
C -0.2894 3.4675 -4.1241
O -0.5897 -0.1129 -4.1582
C 0.6360 -0.6254 -4.5997
H 0.4304 2.9471 -4.7796
H 0.2870 3.9415 -3.3210
H -0.8617 4.2126 -4.7071
H 0.6236 -0.9362 -5.6528
H 0.9488 -1.4371 -3.9419
H 1.3742 0.2800 -4.4111
C -1.9697 1.8295 -4.4570
C -1.2265 0.6865 -5.1419
H -2.2963 2.5250 -5.2530
H -2.8331 1.4199 -3.9192
H -0.5182 1.1028 -5.8859
H -1.9733 0.0563 -5.6655
Cl 0.2382 -0.3592 -1.5019
Cl 2.0436 1.4540 -3.5342
N 0.2471 -2.0227 1.7790
P -2.4398 -0.4005 0.6201
P 2.6836 -0.2662 0.7346
C 3.1934 -1.6981 1.7036
C 3.0112 1.2585 1.6263
C -2.7149 -1.4431 2.0848
C -2.9399 1.3107 0.8400
Si -1.4929 2.5595 1.1106
H -3.6469 1.3375 1.6873
H -3.4719 1.6292 -0.0758
C -1.8294 3.2644 2.8377
C -1.7174 3.9220 -0.1529
Si 1.5910 2.5577 1.4465
H 3.9615 1.6447 1.2198
H 3.1957 1.0029 2.6855
C 2.0898 3.8521 0.1893
C 1.5178 3.3581 3.1611
Si 1.7067 -2.4960 2.6089
H 3.9491 -1.3258 2.4203
H 3.6769 -2.4356 1.0391
C 1.9502 -1.9494 4.4016
C 1.8893 -4.3593 2.6485
Si -1.2692 -2.6804 2.3638
H -3.6270 -2.0306 1.8811
H -2.8964 -0.8055 2.9686
C 3.6889 -0.2431 -0.7811
C 4.3056 0.9074 -1.2928
H 4.1974 1.8714 -0.7890
C 4.9871 0.8393 -2.5080
H 5.3541 1.7588 -2.9610
C 5.1140 -0.3780 -3.1843
H 5.6249 -0.4120 -4.1488
C 4.5443 -1.5350 -2.6426
H 4.6408 -2.4904 -3.1587
C 3.8011 -1.4603 -1.4703
H 3.2920 -2.3439 -1.0656
C -3.4245 -1.1598 -0.7134
C -2.8210 -2.1547 -1.5089
H -1.7406 -2.3396 -1.4046
C -3.5896 -2.8722 -2.4216
H -3.1088 -3.6430 -3.0286
C -4.9534 -2.5913 -2.5497
H -5.5498 -3.1647 -3.2562
C -5.5533 -1.6016 -1.7678
H -6.6124 -1.3835 -1.8715
C -4.7944 -0.8865 -0.8371
H -5.2463 -0.1118 -0.2067
H 1.7767 -4.7850 1.6442
H 1.1678 -4.8438 3.3200
H 2.9072 -4.5591 3.0167
H 2.2344 -0.8909 4.4752
H 2.7819 -2.5481 4.8115
H 1.0749 -2.0956 5.0462
C -1.6569 -4.2431 1.4190
C -1.4056 -3.0432 4.2056
H -1.3913 -4.1309 0.3611
H -2.7372 -4.4325 1.5040
H -1.1055 -5.0958 1.8363
H -1.3710 -2.1334 4.8265
H -0.6594 -3.7578 4.5779
H -2.4040 -3.4988 4.3234
H -2.0750 3.5040 -1.1046
H -0.7581 4.4186 -0.3370
H -2.4392 4.6606 0.2232
H -1.4621 2.6304 3.6533
H -2.9203 3.3545 2.9666
H -1.4015 4.2681 2.9552
H 3.1220 4.1805 0.3723
H 1.4297 4.7271 0.2594
H 2.0190 3.4296 -0.8221
H 1.1104 2.6869 3.9311
H 0.9369 4.2907 3.1645
H 2.5458 3.6155 3.4689
N 0.1030 1.8954 0.8294
S -0.5950 0.4770 5.6438
C -0.3682 0.4093 4.0746
N -0.2244 0.3296 2.8864

---

110
Properties=species:S:1:pos:R:3 method="wB97M-V/def2-TZVPD" charge=+1 e_homo_ev=-10.3959 gap_ev=5.3 spin_multiplicity=1
C 8.3295 -1.2557 0.2168
N 8.4969 -0.2053 -0.8384
C 8.7938 -0.7790 -2.1907
C 7.3047 0.6575 -0.9409
O 7.1135 1.1849 -2.0827
C 6.3230 0.9871 0.2694
C 4.7755 0.7224 -0.0860
C 4.1011 1.2806 -1.3562
C 2.6047 1.0195 -1.6628
P 1.7656 1.6384 -3.2248
N 2.3224 3.1219 -3.4983
O 0.0770 1.7561 -3.1348
O 2.2223 0.6088 -4.5266
C 1.9088 0.1582 -0.5332
C 0.3594 -0.1613 -0.7255
C -0.4289 1.1489 -0.1438
C -2.0004 1.1211 -0.4399
C -2.5910 2.4531 -1.0786
F -2.6448 2.4280 -2.5113
F -3.9714 2.5103 -0.6678
C -1.9291 3.8155 -0.5659
F -2.8923 4.8528 -0.7591
F -1.5931 3.8329 0.7944
F -0.8409 4.1807 -1.4178
N 2.7458 -0.2408 0.5415
C 2.0491 -1.1103 1.5813
C 2.0436 -2.5969 0.9947
C 2.3029 -3.7666 2.0424
F 3.3328 -4.5828 1.4373
F 2.9153 -3.3308 3.2640
C 1.0814 -4.7756 2.2656
F 1.6626 -6.0074 2.7057
F 0.3927 -5.1063 1.0726
S -0.1749 -4.2823 3.5523
F 0.8401 -4.5384 4.8386
F -0.6160 -5.9126 3.6780
F -1.3315 -4.1794 2.3165
F 0.1537 -2.6553 3.4456
F -1.3874 -3.9104 4.6507
N 4.0265 -0.0532 0.8109
H 8.4826 -0.7309 1.2343
H 7.2658 -1.6675 0.2256
H 9.1435 -2.0404 0.1024
H 7.8477 -1.1639 -2.7235
H 9.3267 0.0359 -2.8015
H 9.4721 -1.6876 -2.0403
H 6.5873 0.4979 1.2614
H 6.3915 2.1266 0.4466
H 4.7386 1.8893 -2.0848
H 2.9659 3.3379 -2.7228
H -0.2208 2.2157 -3.9549
H 1.5297 -0.0973 -4.5608
H -0.0260 -1.0403 -0.1137
H 0.0780 -0.3631 -1.8159
H -0.1904 1.2148 0.9852
H 0.1231 2.0475 -0.6089
H -2.2877 0.2154 -1.0782
H -2.5425 0.9800 0.5686
H 2.6211 -0.9906 2.5758
H 0.9952 -0.7053 1.8196
H 1.0517 -2.7799 0.4659
H 2.8490 -2.6388 0.1692
C -2.5568 -1.2270 7.2027
O -2.8747 0.1122 7.5465
C -1.9950 0.6855 8.5132
C -1.0598 1.7116 7.8656
N -0.0684 1.0636 7.0048
C 0.6464 1.9731 6.1040
C -0.1726 2.8109 5.1063
O -0.7897 2.0571 4.0642
C -1.9880 1.3947 4.4380
H -3.4070 -1.6460 6.6622
H -1.6861 -1.2664 6.5452
H -2.3792 -1.8351 8.0949
H -1.4390 -0.0754 9.0703
H -2.6309 1.2117 9.2306
H -0.5420 2.2736 8.6496
H -1.6869 2.4105 7.3039
H -0.5302 0.3640 6.4365
H 1.3352 1.3502 5.5246
H 1.2636 2.6443 6.7105
H 0.5320 3.4796 4.6011
H -0.9019 3.4636 5.5968
H -2.5769 1.9695 5.1559
H -1.7598 0.4019 4.8304
H -2.5927 1.2486 3.5392
C -5.1792 -2.6475 -7.5090
O -6.0073 -1.4948 -7.4693
C -6.6592 -1.2952 -6.2148
C -6.0374 -0.1258 -5.4449
N -4.6983 -0.4535 -4.9561
C -3.9195 0.7027 -4.5013
C -3.6532 1.8438 -5.4982
O -2.7711 1.5059 -6.5641
C -3.3671 0.7697 -7.6206
H -4.9309 -2.8457 -8.5527
H -4.2471 -2.4819 -6.9656
H -5.6968 -3.5222 -7.1032
H -6.6846 -2.2096 -5.6131
H -7.6948 -1.0320 -6.4480
H -6.6784 0.1258 -4.5936
H -6.0189 0.7329 -6.1226
H -4.1776 -0.9082 -5.6963
H -2.9489 0.3103 -4.1806
H -4.4023 1.1144 -3.6094
H -3.1439 2.6376 -4.9422
H -4.5732 2.2947 -5.8839
H -4.4018 1.0668 -7.8053
H -3.3018 -0.3002 -7.4139
H -2.7914 0.9517 -8.5309

---

The energy results, record by record, are as follows: -8940.7223 -4617.3782 -4667.4923 -4128.4527 Eh.